# 1
The following is a quantum chemistry calculation of C24H32N2O2 in the gas phase, from the OMol25 dataset.

The calculation puts the HOMO energy at -7.774 eV. As for the energy above the lowest of the compared OMol25 structures with the same formula, charge and spin: 82.5 kcal per mole. Its structure (SMILES) is C=CCOc1ccccc1CN1CCN(CCc2ccccc2)[C@@H](CCO)C1. For the orbital gap, the calculation gives 8.50 eV. As for the largest force on an atom: 0.64 eV Å⁻¹. As for the total energy: -32481.318 eV.

Each line ends with the Mulliken charge.
Cartesian coordinates (Å):
C -2.8334 0.9700 -4.7659  -0.8508
C -2.0755 0.1256 -4.0932  0.1719
C -0.9624 -0.6827 -4.6968  -0.7965
O 0.0990 -0.9295 -3.7999  -0.3234
C 0.9101 0.1033 -3.4202  0.8829
C 0.7717 1.4106 -3.8696  -0.7266
C 1.6598 2.3896 -3.4560  -0.7673
C 2.6988 2.0750 -2.6026  -0.9341
C 2.8343 0.7730 -2.1499  -0.1952
C 1.9507 -0.2221 -2.5349  0.8662
C 2.0613 -1.6144 -1.9590  -1.7535
N 1.3712 -1.8003 -0.6890  0.1613
C -0.0599 -1.5863 -0.7656  0.2326
C -0.7007 -2.0848 0.5345  -1.5559
N -0.1316 -1.5112 1.7328  0.5308
C -0.8162 -0.4028 2.3397  -1.0675
C -0.7613 0.9616 1.6077  0.3572
C -1.5451 1.9757 2.3821  -0.0876
C -2.8929 2.1851 2.1168  -0.2846
C -3.6287 3.0878 2.8631  -0.6258
C -3.0265 3.7929 3.8909  -0.4035
C -1.6851 3.5893 4.1668  -0.6481
C -0.9518 2.6864 3.4187  -0.2833
C 1.3171 -1.4888 1.7361  -0.0086
C 1.8544 -2.8849 2.0948  -0.9804
C 1.3686 -3.3233 3.4756  -0.7767
O 1.8799 -2.5198 4.5152  -0.5151
C 1.9169 -1.0161 0.3996  -0.9063
H -3.6381 1.5092 -4.2975  0.2875
H -2.6851 1.1511 -5.8184  0.2763
H -2.2310 -0.0495 -3.0371  0.2390
H -1.3392 -1.6850 -4.9369  0.3359
H -0.5978 -0.2231 -5.6251  0.4183
H -0.0331 1.6806 -4.5345  0.3171
H 1.5334 3.4013 -3.8120  0.3959
H 3.3979 2.8350 -2.2880  0.4089
H 3.6495 0.5196 -1.4873  0.3982
H 1.6385 -2.3349 -2.6625  0.5595
H 3.1139 -1.8609 -1.7920  0.5907
H -0.3010 -0.5202 -0.9264  -0.0567
H -0.4542 -2.1578 -1.6079  0.4350
H -0.5622 -3.1714 0.5806  0.4167
H -1.7733 -1.8821 0.5220  0.5004
H -1.8675 -0.6874 2.4530  0.3063
H -0.4019 -0.2718 3.3441  0.3044
H 0.2786 1.2807 1.5192  0.2368
H -1.1806 0.8517 0.6062  0.0308
H -3.3685 1.6382 1.3143  0.3742
H -4.6752 3.2422 2.6421  0.3720
H -3.5998 4.4987 4.4738  0.3760
H -1.2090 4.1365 4.9676  0.3725
H 0.0954 2.5318 3.6375  0.3749
H 1.6356 -0.7989 2.5249  0.7360
H 2.9472 -2.8590 2.0851  0.3503
H 1.5284 -3.6026 1.3449  0.3654
H 1.6340 -4.3772 3.6466  0.3580
H 0.2840 -3.2168 3.5312  0.3147
H 2.8428 -2.5414 4.4719  0.3433
H 1.7152 0.0617 0.2642  0.1060
H 3.0004 -1.1574 0.4245  0.4435

# 2
The following is a quantum chemistry calculation of a molecular structure, C24H32N2O2RuS4Sb, from the OMol25 dataset.

The expectation value of S² is 0.756. The calculation puts the HOMO energy (spin up / spin down) at -13.334 / -13.313 eV. Its total charge is +2. As for the energy above the lowest of the compared OMol25 structures with the same formula, charge and spin: 0.0 kcal per mole. Its multiplicity is 2. For the orbital gap (spin up / spin down), the calculation gives 7.53 / 5.28 eV. As for the largest force on an atom: 0.18 eV Å⁻¹. As for the total energy: -84930.597 eV.

Each line ends with the Mulliken charge.
Cartesian coordinates (Å):
Ru 0.2035 0.1102 1.0637  0.2151
C 2.2002 2.7122 0.8910  -0.6227
C 3.1493 1.7051 1.5208  -1.0778
S 2.5704 -0.0418 1.4865  0.4095
C 2.7883 -0.5344 3.2373  -1.1243
C 1.4925 -0.9017 3.9469  -0.3452
S 0.0955 0.1167 3.4203  0.0098
C 0.6600 1.7888 3.9013  -0.8159
C 0.1540 2.8436 2.9331  -0.9998
S 0.4227 2.4882 1.1726  0.0220
H 2.4644 3.7220 1.2086  0.6320
H 2.2742 2.6691 -0.1939  0.2161
H 4.0895 1.7158 0.9705  0.6140
H 3.3664 1.9528 2.5573  0.4723
H 3.4607 -1.3920 3.2384  0.5772
H 3.3132 0.2721 3.7447  0.5168
H 1.1863 -1.9216 3.7186  0.0507
H 1.5937 -0.8247 5.0301  0.5633
H 0.2790 1.9811 4.9044  0.6069
H 1.7457 1.7807 3.9476  0.2869
H -0.9276 2.9649 3.0140  0.4345
H 0.6013 3.8118 3.1612  0.5782
O 1.3330 -1.4181 -2.2786  -0.7680
S 1.2547 -0.0300 -1.9069  1.3962
O 2.3271 0.5071 -1.0846  -0.8455
N -0.0667 0.2654 -1.0056  0.7590
C -1.3642 -0.0032 -1.4593  -0.4395
C -1.7711 -0.2417 -2.7486  -0.3367
C -3.1380 -0.4156 -3.0486  -1.0703
C -4.0983 -0.3541 -2.0815  -0.9158
C -3.7154 -0.1417 -0.7416  0.6858
C -4.6353 -0.0896 0.3287  -0.7342
C -4.1814 0.0827 1.6049  -1.1077
C -2.8037 0.1819 1.8325  -0.2162
N -1.9099 0.1437 0.8611  0.9208
C -2.3456 0.0103 -0.4391  0.0400
C 1.1106 0.9587 -3.3452  -0.3545
C 1.4645 0.4031 -4.5666  -0.1496
C 1.3977 1.1998 -5.7006  -0.7090
C 0.9752 2.5175 -5.6011  -0.4977
C 0.6193 3.0572 -4.3694  -0.8210
C 0.6894 2.2783 -3.2280  -0.0943
H -1.0518 -0.2974 -3.5513  0.5164
H -3.4218 -0.5960 -4.0767  0.4658
H -5.1458 -0.4776 -2.3210  0.4667
H -5.6938 -0.1920 0.1253  0.4990
H -4.8563 0.1291 2.4473  0.4851
H -2.4358 0.2779 2.8445  0.4927
H 1.7816 -0.6293 -4.6236  0.5107
H 1.6741 0.7883 -6.6615  0.4323
H 0.9202 3.1314 -6.4900  0.4256
H 0.2854 4.0836 -4.3030  0.4484
H 0.4012 2.6797 -2.2643  0.3136
C -0.9583 -3.4897 2.3595  -1.2546
Sb 0.0419 -2.5044 0.7653  0.8190
C -1.0896 -3.2109 -0.8703  -1.1784
C 1.8874 -3.5172 0.5895  -1.2315
H -0.9977 -4.5561 2.1431  0.4503
H -1.9755 -3.1047 2.4247  0.3981
H -0.4644 -3.3471 3.3187  0.3942
H -1.0838 -4.2991 -0.8190  0.6006
H -0.6309 -2.8753 -1.7959  0.3138
H -2.1136 -2.8486 -0.7995  0.4036
H 1.6973 -4.5731 0.4066  0.5127
H 2.4706 -3.4126 1.5037  0.3760
H 2.4343 -3.0894 -0.2489  0.3785

# 3
The following is a quantum chemistry calculation of C24H32N2O5 in the gas phase, from the OMol25 dataset.

The calculation puts the HOMO energy at -8.110 eV. As for the energy above the lowest of the compared OMol25 structures with the same formula, charge and spin: 16.1 kcal per mole. Its structure (SMILES) is CC(C)OCCCNC(=O)COCC(=O)Nc1ccc(OCCc2ccccc2)cc1. For the orbital gap, the calculation gives 8.71 eV. As for the largest force on an atom: 0.62 eV Å⁻¹. As for the total energy: -38625.686 eV.

Each line ends with the Mulliken charge.
Cartesian coordinates (Å):
C -0.9043 -1.2591 -3.4054  -1.2809
C 0.0512 -2.1912 -2.6677  0.3474
C 1.4549 -1.5895 -2.5942  -1.3459
O -0.5084 -2.4211 -1.3853  0.1404
C 0.1185 -3.4394 -0.6291  -0.7401
C -0.8656 -4.0305 0.3805  -0.5780
C -2.0853 -4.6479 -0.3025  -0.8863
N -2.9614 -3.6111 -0.7971  0.1910
C -4.2926 -3.6418 -0.6572  0.7495
O -4.9226 -4.5909 -0.2358  -0.6923
C -4.9781 -2.3335 -1.0828  -0.6359
O -4.2536 -1.1837 -0.6988  -0.4513
C -4.0472 -1.0753 0.7029  -0.7205
C -2.5752 -0.7880 1.0198  0.5718
O -2.0434 -1.2061 2.0258  -0.6755
N -2.0022 -0.0137 0.0739  0.0744
C -0.6877 0.4564 0.0003  0.1386
C 0.3271 -0.0019 0.8373  -0.2593
C 1.6045 0.4967 0.7069  -0.7930
C 1.9107 1.4636 -0.2535  0.5713
O 3.2156 1.8530 -0.3039  -0.5485
C 3.5705 3.0171 -1.0140  -0.5519
C 3.0521 4.3047 -0.3508  -1.0208
C 3.5489 4.3925 1.0647  0.4234
C 4.7880 4.9541 1.3440  -0.3990
C 5.2671 4.9923 2.6410  -0.5576
C 4.5141 4.4614 3.6745  -0.4113
C 3.2798 3.8965 3.4044  -0.7903
C 2.7996 3.8638 2.1072  -0.0363
C 0.8949 1.9241 -1.0856  -0.4696
C -0.3879 1.4220 -0.9539  -0.9330
H -0.5827 -1.1366 -4.4357  0.5185
H -1.9116 -1.6682 -3.3968  0.3038
H -0.9125 -0.2892 -2.9173  0.0639
H 0.1049 -3.1559 -3.2045  0.4958
H 2.1549 -2.2877 -2.1423  0.3623
H 1.8034 -1.3522 -3.5957  0.4700
H 1.4358 -0.6814 -1.9974  0.1944
H 0.4666 -4.2346 -1.3061  0.5655
H 0.9896 -3.0311 -0.0985  0.2243
H -0.3426 -4.7986 0.9510  0.4469
H -1.1911 -3.2524 1.0714  0.0973
H -1.7652 -5.2917 -1.1318  0.2585
H -2.6648 -5.2556 0.3975  0.4398
H -2.4921 -2.7825 -1.1422  -0.1569
H -5.0461 -2.2927 -2.1733  0.3173
H -5.9929 -2.3248 -0.6650  0.3215
H -4.3402 -1.9872 1.2288  0.3870
H -4.6520 -0.2446 1.0956  0.4403
H -2.5995 0.2238 -0.7082  0.2743
H 0.1038 -0.7395 1.5888  0.5938
H 2.4000 0.1503 1.3472  0.5013
H 4.6638 3.0148 -1.0012  0.4687
H 3.2347 2.9618 -2.0583  0.2806
H 1.9608 4.3045 -0.3586  0.3594
H 3.4078 5.1536 -0.9373  0.5561
H 5.3797 5.3678 0.5389  0.3771
H 6.2308 5.4357 2.8457  0.3730
H 4.8887 4.4886 4.6871  0.3770
H 2.6878 3.4793 4.2057  0.3870
H 1.8345 3.4213 1.9033  0.3797
H 1.0853 2.6649 -1.8465  0.4292
H -1.1692 1.7961 -1.6019  0.4623